1.
Entry from the Open Molecules 2025 dataset: a structure of composition C17H21CrF4N2O2SeSi (ωB97M-V with the def2-TZVPD basis set).

Calculated values
Lowest unoccupied orbital energy (spin up / spin down) in eV: 4.8 / 4.8
F_max in eV/A: 1.196
Energy relative to the best compared isomer or geometry (same formula, charge and spin) in kcal/mol: 16.47
Electronic energy in eV: -137563.7113
<S²>: 0.760
Total charge: -2
Spin multiplicity: 2

Each line ends with the Löwdin spin population.
CARTESIAN COORDINATES (ANGSTROEM)
Cr: 0.52 -0.20 0.08  1.0054
N: -1.01 -0.12 1.49  -0.0016
C: -1.06 1.16 2.20  0.0000
C: 0.39 1.63 2.41  0.0019
O: 0.67 2.42 3.32  0.0035
O: 1.17 1.09 1.57  0.0003
H: -1.92 -0.45 1.19  0.0005
H: -0.53 -0.85 2.00  -0.0001
H: -1.57 1.17 3.16  0.0003
H: -1.54 1.90 1.55  0.0000
C: -4.26 -1.07 -2.17  -0.0001
C: -4.06 -0.10 -3.14  -0.0001
C: -3.09 0.86 -2.95  -0.0001
C: -2.33 0.86 -1.77  -0.0001
N: -2.52 -0.08 -0.85  0.0025
C: -3.45 -1.01 -1.05  0.0002
C: -1.29 1.89 -1.51  -0.0015
C: -1.59 3.18 -1.97  -0.0006
C: -0.69 4.23 -1.81  -0.0008
C: 0.53 3.95 -1.21  -0.0002
C: 0.83 2.67 -0.77  0.0007
C: -0.06 1.58 -0.88  -0.0055
H: -5.00 -1.85 -2.28  0.0000
H: -4.64 -0.12 -4.06  0.0000
H: -2.88 1.60 -3.72  0.0000
H: -3.52 -1.78 -0.28  0.0001
H: -2.56 3.38 -2.41  -0.0001
H: -0.94 5.23 -2.15  -0.0001
H: 1.26 4.75 -1.08  0.0001
H: 1.79 2.51 -0.30  -0.0002
C: 2.33 -3.74 -3.24  0.0005
Si: 0.94 -3.58 -1.97  -0.0004
C: -0.39 -4.82 -2.51  -0.0006
C: 1.61 -4.17 -0.33  -0.0001
Se: 0.02 -1.55 -2.06  -0.0103
H: 2.62 -4.79 -3.40  0.0001
H: 3.20 -3.18 -2.89  0.0000
H: 2.01 -3.32 -4.19  0.0000
H: 0.04 -5.77 -2.86  0.0000
H: -0.97 -4.38 -3.33  -0.0002
H: -1.07 -5.02 -1.68  0.0000
H: 1.99 -5.20 -0.40  0.0000
H: 0.82 -4.11 0.43  -0.0001
H: 2.41 -3.50 0.00  0.0000
F: 3.01 0.63 -1.23  -0.0031
C: 2.53 -0.34 -0.36  -0.0132
F: 3.34 -0.21 0.74  0.0016
F: 3.01 -1.51 -0.93  -0.0036
F: 0.78 -1.75 1.19  0.0251

---

2.
Entry from the Open Molecules 2025 dataset: an isolated molecule of C17H21F3N2O2 (ωB97M-V with the def2-TZVPD basis set).

Calculated values
SMILES: CC(C)(C)[C@@]1(O)CC(C(F)(F)F)=NN1C(=O)CCc1ccccc1
Lowest unoccupied orbital energy in eV: 0.6
F_max in eV/A: 1.399
Electronic energy in eV: -33198.3291
Total charge: 0

Each line ends with the Löwdin charge.
CARTESIAN COORDINATES (ANGSTROEM)
C: 0.17 3.44 1.68  -0.0359
C: 1.16 2.62 0.84  -0.4997
C: 2.20 2.01 1.78  -0.0295
C: 1.83 3.57 -0.16  -0.0334
C: 0.41 1.51 0.03  -0.3950
O: -0.59 2.01 -0.78  0.0435
C: 1.38 0.65 -0.83  0.0186
C: 1.41 -0.62 -0.04  -0.1607
C: 2.35 -1.74 -0.34  -0.5789
F: 2.31 -2.09 -1.64  0.1463
F: 3.63 -1.39 -0.10  0.1430
F: 2.10 -2.84 0.37  0.1571
N: 0.56 -0.68 0.90  0.2049
N: -0.13 0.47 0.96  0.0401
C: -1.39 0.50 1.50  -0.4270
O: -2.07 1.50 1.43  0.0701
C: -1.85 -0.78 2.17  -0.0798
C: -2.00 -1.93 1.15  -0.1340
C: -2.27 -1.43 -0.24  -0.2409
C: -1.43 -1.78 -1.29  -0.0508
C: -1.63 -1.27 -2.56  -0.0812
C: -2.68 -0.39 -2.80  -0.0879
C: -3.53 -0.05 -1.76  -0.0731
C: -3.33 -0.57 -0.50  -0.0423
H: -0.35 2.83 2.40  0.0770
H: -0.56 3.94 1.04  0.0908
H: 0.72 4.21 2.22  0.0885
H: 2.72 2.80 2.31  0.0909
H: 2.95 1.43 1.24  0.0799
H: 1.73 1.36 2.51  0.0865
H: 1.13 3.83 -0.95  0.0911
H: 2.14 4.48 0.35  0.0876
H: 2.72 3.13 -0.61  0.0771
H: -1.33 2.28 -0.21  0.0928
H: 2.36 1.10 -0.96  0.1210
H: 0.93 0.49 -1.81  0.1414
H: -2.80 -0.55 2.64  0.1217
H: -1.12 -1.06 2.93  0.1210
H: -1.09 -2.53 1.14  0.1010
H: -2.83 -2.57 1.48  0.1205
H: -0.62 -2.47 -1.11  0.1069
H: -0.96 -1.55 -3.36  0.1044
H: -2.83 0.02 -3.78  0.1011
H: -4.35 0.63 -1.94  0.1048
H: -4.00 -0.29 0.31  0.1206

---

Which value of F_max does entry 2 give?
1.399 eV/A

---

What is the electronic energy in the second record?
-33198.3291 eV

---

Among the records above, which one has the highest F_max?
C17H21F3N2O2

---

Copy entry 2 word for word.
Entry from the Open Molecules 2025 dataset: an isolated molecule of C17H21F3N2O2 (ωB97M-V with the def2-TZVPD basis set).

Calculated values
SMILES: CC(C)(C)[C@@]1(O)CC(C(F)(F)F)=NN1C(=O)CCc1ccccc1
Lowest unoccupied orbital energy in eV: 0.6
F_max in eV/A: 1.399
Electronic energy in eV: -33198.3291
Total charge: 0

Each line ends with the Löwdin charge.
CARTESIAN COORDINATES (ANGSTROEM)
C: 0.17 3.44 1.68  -0.0359
C: 1.16 2.62 0.84  -0.4997
C: 2.20 2.01 1.78  -0.0295
C: 1.83 3.57 -0.16  -0.0334
C: 0.41 1.51 0.03  -0.3950
O: -0.59 2.01 -0.78  0.0435
C: 1.38 0.65 -0.83  0.0186
C: 1.41 -0.62 -0.04  -0.1607
C: 2.35 -1.74 -0.34  -0.5789
F: 2.31 -2.09 -1.64  0.1463
F: 3.63 -1.39 -0.10  0.1430
F: 2.10 -2.84 0.37  0.1571
N: 0.56 -0.68 0.90  0.2049
N: -0.13 0.47 0.96  0.0401
C: -1.39 0.50 1.50  -0.4270
O: -2.07 1.50 1.43  0.0701
C: -1.85 -0.78 2.17  -0.0798
C: -2.00 -1.93 1.15  -0.1340
C: -2.27 -1.43 -0.24  -0.2409
C: -1.43 -1.78 -1.29  -0.0508
C: -1.63 -1.27 -2.56  -0.0812
C: -2.68 -0.39 -2.80  -0.0879
C: -3.53 -0.05 -1.76  -0.0731
C: -3.33 -0.57 -0.50  -0.0423
H: -0.35 2.83 2.40  0.0770
H: -0.56 3.94 1.04  0.0908
H: 0.72 4.21 2.22  0.0885
H: 2.72 2.80 2.31  0.0909
H: 2.95 1.43 1.24  0.0799
H: 1.73 1.36 2.51  0.0865
H: 1.13 3.83 -0.95  0.0911
H: 2.14 4.48 0.35  0.0876
H: 2.72 3.13 -0.61  0.0771
H: -1.33 2.28 -0.21  0.0928
H: 2.36 1.10 -0.96  0.1210
H: 0.93 0.49 -1.81  0.1414
H: -2.80 -0.55 2.64  0.1217
H: -1.12 -1.06 2.93  0.1210
H: -1.09 -2.53 1.14  0.1010
H: -2.83 -2.57 1.48  0.1205
H: -0.62 -2.47 -1.11  0.1069
H: -0.96 -1.55 -3.36  0.1044
H: -2.83 0.02 -3.78  0.1011
H: -4.35 0.63 -1.94  0.1048
H: -4.00 -0.29 0.31  0.1206